1.
Density functional theory data (ωB97M-V/def2-TZVPD) for a cluster of 2 separate species, C24H45NO3 in total.

Each atom is followed by the atoms it is bonded to, with distances in Å.
Geometry (Å):
1 O 0.7997 -1.6536 -1.4180  C12 1.411, C25 1.403
2 O 0.6218 1.8755 -2.1724  C13 1.421, C26 1.414
3 O 3.0093 0.1568 -1.6000  C9 1.373, C18 1.419
4 N -4.0719 -5.8254 1.5614  C10 1.451, C20 1.452, C28 1.451
5 C 1.1539 6.2686 2.0425  C11 1.545, C21 1.532, H37 1.088, H68 1.087
6 C 1.8052 4.7350 -0.7317  C19 1.529, C27 1.543, H31 1.089, H43 1.088
7 C 6.6143 0.4354 -1.0487  C8 1.396, C15 1.391, H51 1.081
8 C 5.3385 0.6550 -1.5708  C7 1.396, C9 1.392, H32 1.078
9 C 4.2568 -0.0649 -1.0708  O3 1.373, C8 1.392, C14 1.390
10 C -3.5130 -4.4868 1.6037  N4 1.451, C22 1.535, H35 1.094, H66 1.093
11 C 1.3079 6.8564 0.6216  C5 1.545, C19 1.529, H47 1.085, H54 1.087
12 C 0.4234 -2.1150 -0.1393  O1 1.411, H61 1.086, H64 1.089, H67 1.091
13 C 0.7180 0.8413 -1.2025  O2 1.421, C18 1.503, C25 1.551, H50 1.093
14 C 4.4668 -1.0099 -0.0737  C9 1.390, C17 1.396, H49 1.080
15 C 6.8331 -0.4912 -0.0346  C7 1.391, C17 1.395, H38 1.077
16 C -2.1679 -6.7569 0.2723  C28 1.522, H39 1.091, H46 1.091, H53 1.091
17 C 5.7457 -1.2223 0.4447  C14 1.396, C15 1.395, H30 1.078
18 C 2.1221 0.7611 -0.6714  O3 1.419, C13 1.503, H36 1.089, H52 1.094
19 C 2.3142 6.0892 -0.2366  C6 1.529, C11 1.529, H34 1.089, H48 1.089
20 C -5.4817 -5.9385 1.8903  N4 1.452, C24 1.534, H57 1.095, H71 1.093
21 C -0.2219 5.6445 2.2937  C5 1.532, H44 1.085, H55 1.089, H65 1.085
22 C -3.7757 -3.5561 0.4116  C10 1.535, H29 1.093, H56 1.091, H73 1.089
23 C -0.5436 3.7572 -1.1779  C26 1.514, C27 1.545, H42 1.086, H69 1.090
24 C -6.5076 -5.4330 0.8682  C20 1.534, H41 1.092, H45 1.090, H63 1.089
25 C 0.1415 -0.4725 -1.7917  O1 1.403, C13 1.551, H58 1.084, H59 1.096
26 C -0.6021 2.5814 -2.1296  O2 1.414, C23 1.514, H33 1.087, H72 1.094
27 C 0.5289 4.7868 -1.5965  C6 1.543, C23 1.545, H40 1.087, H60 1.084
28 C -3.6771 -6.6325 0.4221  N4 1.451, C16 1.522, H62 1.093, H70 1.102
29 H -3.0846 -2.7108 0.4514  C22 1.093
30 H 5.8985 -1.9624 1.2132  C17 1.078
31 H 2.5898 4.2806 -1.3340  C6 1.089
32 H 5.1936 1.3725 -2.3623  C8 1.078
33 H -0.7970 2.9516 -3.1329  C26 1.087
34 H 2.6424 6.7082 -1.0700  C19 1.089
35 H -2.4305 -4.5784 1.7288  C10 1.094
36 H 2.1118 0.2650 0.2983  C18 1.089
37 H 1.2853 7.0752 2.7603  C5 1.088
38 H 7.8194 -0.6449 0.3685  C15 1.077
39 H -1.7012 -5.8071 0.0077  C16 1.091
40 H 0.8265 4.5514 -2.6146  C27 1.087
41 H -7.5040 -5.7804 1.1487  C24 1.092
42 H -0.3804 3.4275 -0.1557  C23 1.086
43 H 1.6802 4.0811 0.1292  C6 1.088
44 H -0.4317 5.5270 3.3516  C21 1.085
45 H -6.3033 -5.8051 -0.1360  C24 1.090
46 H -1.7147 -7.1197 1.1956  C16 1.091
47 H 0.3334 6.8759 0.1447  C11 1.085
48 H 3.1841 5.9038 0.3917  C19 1.089
49 H 3.6500 -1.5976 0.3188  C14 1.080
50 H 0.0905 1.1260 -0.3539  C13 1.093
51 H 7.4404 1.0124 -1.4393  C7 1.081
52 H 2.4566 1.7884 -0.5010  C18 1.094
53 H -1.9343 -7.4651 -0.5235  C16 1.091
54 H 1.6570 7.8825 0.7079  C11 1.087
55 H -0.2660 4.6562 1.8391  C21 1.089
56 H -3.6226 -4.0569 -0.5452  C22 1.091
57 H -5.6858 -6.9965 2.0831  C20 1.095
58 H 0.1427 -0.3801 -2.8717  C25 1.084
59 H -0.9110 -0.5451 -1.4962  C25 1.096
60 H 0.0984 5.7817 -1.6106  C27 1.084
61 H 1.2105 -2.7806 0.2031  C12 1.086
62 H -4.0874 -7.6346 0.5710  C28 1.093
63 H -6.5468 -4.3451 0.8317  C24 1.089
64 H 0.3450 -1.2949 0.5732  C12 1.089
65 H -0.9793 6.2619 1.8226  C21 1.085
66 H -3.8579 -4.0027 2.5206  C10 1.093
67 H -0.4970 -2.6999 -0.1727  C12 1.091
68 H 1.9399 5.5392 2.2222  C5 1.087
69 H -1.5150 4.2503 -1.2069  C23 1.090
70 H -4.0978 -6.2617 -0.5261  C28 1.102
71 H -5.6524 -5.4324 2.8444  C20 1.093
72 H -1.4503 1.9425 -1.8670  C26 1.094
73 H -4.7836 -3.1445 0.4262  C22 1.089

Summary:
Charge: 0
Structure (SMILES): CCCCCCCCO[C@@H](COC)COc1ccccc1.CCN(CC)CC

***

2.
Density functional theory data (ωB97M-V/def2-TZVPD) for a cluster of 2 separate species, C24H46Br2O6P in total.

Each atom is followed by the atoms it is bonded to, with distances in Å.
Geometry (Å):
1 Br -3.2405 2.9631 -0.3821  C11 1.976
2 Br -5.9757 5.7955 -0.2356  C19 1.940
3 P 0.9874 -3.1702 -0.5505  C12 1.812, C17 1.802, C18 1.796, C28 1.799
4 O -1.6544 7.1695 0.0808  C25 1.334, C33 1.408
5 O -0.9678 5.6144 -1.4100  C25 1.204
6 O 1.4609 6.0136 1.3832  C15 1.383, C26 1.377
7 O -0.6197 5.7367 2.2425  C26 1.201
8 O -3.1086 5.6945 -0.7044  C11 1.400, C25 1.357
9 O 3.0468 4.5943 0.7386  C15 1.210
10 C -4.5116 5.9793 2.1874  C19 1.532, H43 1.077, H57 1.082, H64 1.083
11 C -3.3483 4.7975 0.3438  Br1 1.976, O8 1.400, C19 1.518, H52 1.082
12 C 0.9295 -4.9466 -0.9041  P3 1.812, C13 1.536, H51 1.095, H58 1.093
13 C 2.1109 -5.8534 -0.5264  C12 1.536, C30 1.533, H46 1.092, H73 1.093
14 C -1.2701 -1.2601 -0.9884  C17 1.540, C22 1.538, H36 1.091, H76 1.090
15 C 1.8598 4.7972 0.8593  O6 1.383, O9 1.210, C32 1.504
16 C -2.2345 -0.1806 1.1195  C22 1.527, H39 1.088, H53 1.092, H63 1.090
17 C -0.6827 -2.6829 -1.0208  P3 1.802, C14 1.540, H34 1.094, H69 1.097
18 C 2.3051 -2.4917 -1.5651  P3 1.796, C27 1.538, H35 1.093, H62 1.092
19 C -4.6968 5.0251 1.0030  Br2 1.940, C10 1.532, C11 1.518, H44 1.076
20 C -0.7010 -3.2872 2.6085  C23 1.526, C31 1.530, H45 1.093, H79 1.091
21 C 1.1886 -0.3960 -3.5372  C24 1.525, H42 1.091, H56 1.093, H61 1.090
22 C -0.9979 -0.3865 0.2474  C14 1.538, C16 1.527, H49 1.092, H68 1.092
23 C -0.6122 -2.0830 3.5422  C20 1.526, H37 1.092, H48 1.091, H60 1.089
24 C 1.7131 -0.0069 -2.1588  C21 1.525, C27 1.529, H66 1.091, H70 1.091
25 C -1.8219 6.1240 -0.7308  O4 1.334, O5 1.204, O8 1.357
26 C 0.1105 6.2721 1.4528  O6 1.377, O7 1.201, C33 1.510
27 C 2.6905 -1.0027 -1.5327  C18 1.538, C24 1.529, H71 1.092, H72 1.093
28 C 1.4469 -3.0028 1.1806  P3 1.799, C31 1.537, H55 1.097, H78 1.092
29 C 3.1705 -5.8550 -2.8768  C30 1.526, H50 1.089, H65 1.091, H74 1.091
30 C 3.3887 -5.7687 -1.3690  C13 1.533, C29 1.526, H40 1.092, H75 1.091
31 C 0.6723 -3.8345 2.2156  C20 1.530, C28 1.537, H47 1.093, H77 1.091
32 C 0.8214 3.7946 0.4360  C15 1.504, H38 1.076, H41 1.085, H67 1.080
33 C -0.3154 7.3444 0.4789  O4 1.408, C26 1.510, H54 1.080, H59 1.082
34 H -1.3471 -3.3472 -0.4596  C17 1.094
35 H 3.1949 -3.0199 -1.2133  C18 1.093
36 H -2.3486 -1.3656 -1.1181  C14 1.091
37 H -0.0239 -1.2692 3.1119  C23 1.092
38 H 1.3483 2.8714 0.2701  C32 1.076
39 H -2.9717 0.4127 0.5826  C16 1.088
40 H 3.9515 -4.8652 -1.1237  C30 1.092
41 H 0.3912 4.1204 -0.5054  C32 1.085
42 H 1.9835 -0.3674 -4.2837  C21 1.091
43 H -5.4239 6.5111 2.4004  C10 1.077
44 H -5.0728 4.0725 1.3348  C19 1.076
45 H -1.2870 -3.0281 1.7228  C20 1.093
46 H 1.7424 -6.8794 -0.5862  C13 1.092
47 H 0.5619 -4.8581 1.8500  C31 1.093
48 H -0.1393 -2.3661 4.4835  C23 1.091
49 H -0.6701 0.6021 -0.0817  C22 1.092
50 H 4.1080 -5.6813 -3.4034  C29 1.089
51 H 0.0543 -5.3103 -0.3566  C12 1.095
52 H -2.5439 4.8775 1.0633  C11 1.082
53 H -2.6996 -1.1272 1.4037  C16 1.092
54 H 0.3832 7.3802 -0.3443  C33 1.080
55 H 2.4935 -3.3286 1.2084  C28 1.097
56 H 0.7495 -1.3965 -3.5517  C21 1.093
57 H -3.7440 6.6970 1.9306  C10 1.082
58 H 0.6668 -5.0647 -1.9582  C12 1.093
59 H -0.2716 8.2854 1.0102  C33 1.082
60 H -1.6033 -1.6956 3.7716  C23 1.089
61 H 0.4092 0.2966 -3.8536  C21 1.090
62 H 2.1560 -2.8328 -2.5915  C18 1.092
63 H -1.9742 0.3601 2.0295  C16 1.090
64 H -4.1939 5.4112 3.0532  C10 1.083
65 H 2.4569 -5.1151 -3.2437  C29 1.091
66 H 2.2136 0.9601 -2.2306  C24 1.091
67 H 0.0576 3.6423 1.1845  C32 1.080
68 H -0.1791 -0.7890 0.8469  C22 1.092
69 H -0.7700 -3.0360 -2.0557  C17 1.097
70 H 0.8801 0.1546 -1.4733  C24 1.091
71 H 3.6429 -0.9215 -2.0604  C27 1.092
72 H 2.8911 -0.7024 -0.5008  C27 1.093
73 H 2.3753 -5.6930 0.5223  C13 1.093
74 H 2.8070 -6.8424 -3.1637  C29 1.091
75 H 4.0335 -6.5946 -1.0652  C30 1.091
76 H -0.9449 -0.7352 -1.8863  C14 1.090
77 H 1.2862 -3.9002 3.1151  C31 1.091
78 H 1.4803 -1.9507 1.4711  C28 1.092
79 H -1.2539 -4.0789 3.1167  C20 1.091

Summary:
Charge: +1

***

3.
Density functional theory data (ωB97M-V/def2-TZVPD) for a cluster of 8 separate species, C24H46Cl14N2O2P in total.

Each atom is followed by the atoms it is bonded to, with distances in Å.
Geometry (Å):
1 Cl 3.4594 6.3145 0.9216  C24 1.787
2 Cl -8.0612 -8.4314 3.7498  C34 1.782
3 Cl 0.1285 -1.9439 -1.9385  C36 1.787
4 Cl -4.2560 -5.5357 0.1681  C38 1.782
5 Cl -6.5943 -4.5085 -2.0525  C20 1.781
6 Cl -2.5423 -4.4036 4.5170  C43 1.787
7 Cl 9.2170 3.6209 0.1502  C37 1.779
8 Cl 0.8838 0.0849 -4.5677  C27 1.789
9 Cl -11.1710 -7.3248 2.8944  C29 1.782
10 Cl 6.7126 4.8775 2.1446  C41 1.787
11 Cl -5.8272 -1.6977 -3.8349  C26 1.785
12 Cl -3.4431 -2.5602 -1.2544  C35 1.782
13 Cl 2.9677 9.0270 2.9226  C39 1.779
14 Cl -5.7267 -5.5517 4.9547  C40 1.780
15 P 0.2174 3.1514 -0.0685  O16 1.577, O17 1.635, N19 1.555, C31 1.838
16 O -0.5760 2.4288 1.0868  P15 1.577, H55 0.973
17 O 0.8376 4.5689 0.4600  P15 1.635, H77 0.972
18 N 2.3569 2.5803 -1.6407  C23 1.332, C31 1.351, H89 1.019
19 N -0.7109 3.4371 -1.2833  P15 1.555, H86 1.018
20 C -7.5329 -3.7945 -3.3876  Cl5 1.781, C26 1.509, H51 1.088, H76 1.089
21 C 4.2058 2.6124 -3.2449  C23 1.508, C30 1.559, C33 1.544, H63 1.104
22 C 5.4873 4.3788 -1.0092  C25 1.547, H48 1.100, H52 1.097, H69 1.106
23 C 3.3919 1.9325 -2.1722  N18 1.332, C21 1.508, C28 1.383
24 C 2.6165 6.3532 2.4963  Cl1 1.787, C39 1.508, H49 1.088, H54 1.089
25 C 5.9807 2.9642 -1.3947  C22 1.547, C30 1.532, H70 1.100, H79 1.093
26 C -6.6474 -3.1654 -4.4345  Cl11 1.785, C20 1.509, H56 1.088, H85 1.089
27 C -0.7385 -0.5037 -4.0953  Cl8 1.789, C36 1.504, H53 1.087, H67 1.089
28 C 3.6779 0.6684 -1.6892  C23 1.383, C42 1.372, H72 1.087
29 C -10.5173 -7.5251 4.5399  Cl9 1.782, C34 1.508, H61 1.089, H82 1.088
30 C 5.7180 2.6267 -2.8654  C21 1.559, C25 1.532, H64 1.100, H73 1.100
31 C 1.5787 2.0687 -0.6621  P15 1.838, N18 1.351, C32 1.353
32 C 1.8455 0.8341 -0.1782  C31 1.353, C42 1.405, H75 1.088
33 C 3.9273 2.0568 -4.6586  C21 1.544, H59 1.096, H62 1.099, H74 1.097
34 C -9.0426 -7.2167 4.6078  Cl2 1.782, C29 1.508, H57 1.089, H84 1.088
35 C -3.0905 -3.0811 0.4133  Cl12 1.782, C38 1.507, H46 1.088, H66 1.090
36 C -0.8769 -0.6240 -2.6022  Cl3 1.787, C27 1.504, H47 1.087, H65 1.089
37 C 9.1916 3.7159 1.9267  Cl7 1.779, C41 1.511, H68 1.088, H78 1.089
38 C -2.8031 -4.5578 0.4953  Cl4 1.782, C35 1.507, H58 1.088, H81 1.090
39 C 1.8680 7.6446 2.7082  Cl13 1.779, C24 1.508, H50 1.089, H87 1.088
40 C -4.4048 -6.3604 4.0781  Cl14 1.780, C43 1.507, H45 1.089, H88 1.086
41 C 7.8120 3.5169 2.5096  Cl10 1.787, C37 1.511, H44 1.088, H60 1.089
42 C 2.9217 0.0949 -0.6986  C28 1.372, C32 1.405, H71 1.086
43 C -3.0596 -6.1032 4.7075  Cl6 1.787, C40 1.507, H80 1.089, H83 1.087
44 H 7.3456 2.6037 2.1458  C41 1.088
45 H -4.6217 -7.4279 4.0941  C40 1.089
46 H -3.9377 -2.8046 1.0371  C35 1.088
47 H -1.9067 -0.8513 -2.3387  C36 1.087
48 H 5.6957 5.0871 -1.8242  C22 1.100
49 H 3.3571 6.1871 3.2756  C24 1.088
50 H 1.2644 7.5738 3.6121  C39 1.089
51 H -8.2257 -3.0711 -2.9633  C20 1.088
52 H 4.4350 4.3955 -0.6985  C22 1.097
53 H -0.9111 -1.4555 -4.5922  C27 1.087
54 H 1.9191 5.5167 2.5026  C24 1.089
55 H -1.5250 2.5926 0.9488  O16 0.973
56 H -5.8841 -3.8595 -4.7788  C26 1.088
57 H -8.7126 -7.2192 5.6460  C34 1.089
58 H -2.0296 -4.8573 -0.2090  C38 1.088
59 H 4.7240 2.3052 -5.3687  C33 1.096
60 H 7.8861 3.4545 3.5943  C41 1.089
61 H -11.0656 -6.8394 5.1847  C29 1.089
62 H 3.0329 2.5667 -5.0445  C33 1.099
63 H 3.8956 3.6716 -3.2462  C21 1.104
64 H 6.1802 3.4244 -3.4654  C30 1.100
65 H -0.5934 0.3023 -2.1035  C36 1.089
66 H -2.2202 -2.5167 0.7477  C35 1.090
67 H -1.4611 0.2170 -4.4746  C27 1.089
68 H 9.6056 4.6801 2.2123  C37 1.088
69 H 6.0626 4.7364 -0.1355  C22 1.106
70 H 5.5535 2.2524 -0.6736  C25 1.100
71 H 3.1237 -0.9009 -0.3154  C42 1.086
72 H 4.5170 0.0946 -2.0730  C28 1.087
73 H 6.1851 1.6915 -3.2064  C30 1.100
74 H 3.7299 0.9782 -4.6675  C33 1.097
75 H 1.1985 0.4743 0.6186  C32 1.088
76 H -8.1126 -4.6009 -3.8351  C20 1.089
77 H 1.6109 4.7546 -0.0981  O17 0.972
78 H 9.8577 2.9354 2.2915  C37 1.089
79 H 7.0632 2.9500 -1.2454  C25 1.093
80 H -2.3035 -6.7198 4.2234  C43 1.089
81 H -2.4656 -4.8098 1.5007  C38 1.090
82 H -10.7272 -8.5419 4.8640  C29 1.088
83 H -3.0629 -6.3367 5.7696  C43 1.087
84 H -8.8181 -6.2416 4.1815  C34 1.088
85 H -7.2480 -2.8632 -5.2913  C26 1.089
86 H -0.7371 4.4414 -1.4458  N19 1.018
87 H 1.2079 7.8648 1.8718  C39 1.088
88 H -4.4299 -6.0217 3.0462  C40 1.086
89 H 2.1663 3.5172 -1.9931  N18 1.019

Summary:
Charge: +1

***

Number 1: total energy -1221.8641 Ha, gap between HOMO and LUMO 8.9 eV, HOMO -8.19 eV. Number 2: total energy -6882.7102 Ha, gap between HOMO and LUMO 9.9 eV, HOMO -11.91 eV. Number 3: total energy -7985.9773 Ha, gap between HOMO and LUMO 7.6 eV, HOMO -11.67 eV.